Entry 1:
A molecular structure, C22H16Cl2FN2O in a non-equilibrium geometry. Source: OMol25; level of theory: ωB97M-V with the def2-TZVPD basis set.

**E_HOMO**: -11.00 eV
**Net charge**: +1
**Orbital gap**: 4.4 eV
**LUMO**: -6.58 eV

Last column: natural (NBO) charge in e.
Atoms and positions in Å:
Cl (-2.07, 0.51, -4.35)  0.0307
C (-0.57, 0.12, -5.10)  0.1757
N (0.48, 0.72, -4.55)  -0.4466
F (0.11, 0.41, 0.40)  -0.5758
C (1.70, 0.41, -4.97)  0.1806
Cl (2.96, 1.12, -4.05)  0.0384
C (1.93, -0.37, -6.12)  -0.2711
C (0.81, -0.91, -6.79)  -0.1476
C (-0.47, -0.70, -6.25)  -0.2729
H (2.95, -0.47, -6.49)  0.2402
H (0.93, -1.40, -7.75)  0.2359
H (-1.37, -1.08, -6.71)  0.2377
C (4.94, 1.06, 1.29)  -0.1392
C (4.56, 2.08, 2.19)  -0.2155
C (3.27, 2.13, 2.73)  -0.1391
C (2.30, 1.16, 2.39)  -0.1682
C (0.88, 1.25, 2.99)  0.4402
C (-0.03, 0.17, 2.63)  0.1729
N (-1.39, 0.08, 2.82)  -0.3778
C (-2.08, 1.09, 3.44)  0.1889
C (-3.42, 1.30, 3.14)  -0.2867
C (-4.18, 0.28, 2.63)  0.0455
C (-3.56, -0.86, 2.16)  -0.1588
C (-2.14, -0.98, 2.24)  0.2808
C (-1.49, -1.93, 1.47)  -0.2276
C (-2.26, -2.73, 0.59)  -0.0868
C (-3.68, -2.73, 0.63)  -0.1998
C (-4.33, -1.81, 1.43)  -0.1035
O (0.55, 2.18, 3.76)  -0.4878
C (2.67, 0.23, 1.41)  -0.1148
C (3.95, 0.22, 0.80)  -0.2234
H (5.98, 0.97, 0.96)  0.2341
H (5.30, 2.80, 2.53)  0.2319
H (3.00, 2.88, 3.48)  0.2377
H (0.14, -0.09, 1.36)  0.4205
H (-1.48, 1.81, 3.97)  0.2826
H (-3.90, 2.26, 3.20)  0.2661
H (-5.26, 0.35, 2.50)  0.2477
H (-0.40, -1.97, 1.55)  0.2616
H (-1.78, -3.34, -0.17)  0.2490
H (-4.27, -3.41, 0.01)  0.2529
H (-5.42, -1.73, 1.47)  0.2412
H (1.95, -0.52, 1.10)  0.2174
H (4.17, -0.53, 0.03)  0.2326

Entry 2:
6 unconnected molecules or ions with the total composition C45H90N3O12P in a non-equilibrium geometry. Source: OMol25; level of theory: ωB97M-V with the def2-TZVPD basis set.

**E_HOMO**: -8.52 eV
**Orbital gap**: 7.2 eV
**LUMO**: -1.28 eV
**SMILES string**: CCCCCCCCCc1c(C[C@@H](C)O)c(CNC)c(P(=O)(O)O)c2nc(O)c(COC(C)=O)nc12.CCOCC.CCOCC.CCOCC.CCOCC.CCOCC

Last column: Mulliken charge in e.
Atoms and positions in Å:
C (4.56, 2.28, 4.79)  -1.1555
C (4.63, 2.51, 3.17)  0.4177
C (5.79, 1.54, 2.62)  -0.7949
C (5.50, 1.06, 1.08)  -0.2900
C (4.85, -0.43, 1.07)  -0.8316
C (3.37, -0.35, 1.67)  0.8791
C (2.34, -1.44, 1.05)  -0.9232
C (2.15, -1.33, -0.54)  -0.1106
C (1.49, 0.04, -1.05)  -1.1460
C (0.31, 0.59, -0.11)  0.6938
C (0.48, 1.98, 0.54)  -0.3870
C (1.80, 2.89, 0.30)  0.0633
C (1.62, 3.87, -0.98)  0.4518
C (1.78, 5.44, -0.61)  -1.4043
O (2.61, 3.54, -2.00)  -0.5649
C (-0.69, 2.54, 1.44)  0.0417
C (-0.51, 3.99, 2.09)  -0.8792
N (-0.13, 3.97, 3.54)  -0.3555
C (0.35, 2.64, 4.01)  -0.2500
C (-1.98, 1.68, 1.64)  1.2724
P (-3.47, 2.29, 2.66)  0.9149
O (-3.10, 3.42, 3.64)  -0.7444
O (-4.75, 2.80, 1.61)  -0.5674
O (-4.13, 1.03, 3.64)  -0.3103
C (-2.11, 0.26, 0.95)  -0.2013
N (-3.33, -0.46, 1.20)  -0.4408
C (-3.35, -1.75, 0.58)  -0.2349
O (-4.49, -2.57, 0.79)  -0.5557
C (-2.18, -2.26, -0.30)  0.5497
C (-2.35, -3.75, -0.93)  -0.6376
O (-2.03, -4.68, 0.17)  -0.4033
C (-0.69, -4.50, 0.62)  0.5822
C (0.56, -4.85, -0.36)  -0.3746
O (-0.37, -4.02, 1.75)  -0.5261
N (-0.97, -1.58, -0.62)  -0.2272
C (-0.99, -0.32, 0.07)  0.4852
H (3.65, 2.82, 5.21)  0.3093
H (4.45, 1.15, 4.94)  0.2832
H (5.53, 2.70, 5.23)  0.3346
H (3.59, 2.30, 2.73)  -0.4673
H (4.86, 3.63, 3.01)  0.3703
H (6.80, 2.09, 2.59)  0.3486
H (5.81, 0.58, 3.25)  0.3166
H (4.78, 1.84, 0.66)  -0.0326
H (6.45, 1.12, 0.43)  0.3927
H (4.94, -0.90, 0.03)  0.2263
H (5.54, -1.06, 1.76)  0.3876
H (2.87, 0.67, 1.51)  -0.8559
H (3.45, -0.61, 2.79)  0.4210
H (1.33, -1.47, 1.61)  0.1601
H (2.83, -2.48, 1.26)  0.4226
H (1.50, -2.24, -0.85)  -0.2212
H (3.19, -1.55, -1.02)  0.5040
H (2.32, 0.80, -1.26)  0.0107
H (1.01, -0.20, -2.09)  0.6042
H (2.01, 3.51, 1.26)  0.6351
H (2.74, 2.28, 0.12)  -0.9885
H (0.54, 3.73, -1.35)  0.1480
H (1.96, 6.09, -1.55)  0.5664
H (2.59, 5.59, 0.18)  0.2704
H (0.77, 5.81, -0.19)  0.2301
H (3.11, 4.36, -2.21)  0.3255
H (-1.55, 4.50, 2.04)  0.4238
H (0.20, 4.68, 1.52)  -0.1937
H (-0.87, 4.36, 4.14)  0.4025
H (0.75, 2.79, 5.09)  0.3400
H (-0.49, 1.86, 4.12)  0.0316
H (1.25, 2.25, 3.41)  -0.0275
H (-4.38, 3.42, 0.95)  0.3467
H (-5.12, 1.11, 3.65)  0.2707
H (-4.39, -2.88, 1.73)  0.3825
H (-3.45, -3.90, -1.21)  0.4348
H (-1.62, -3.85, -1.80)  0.2472
H (1.48, -4.24, -0.03)  0.0712
H (0.36, -4.55, -1.45)  0.0910
H (0.82, -5.96, -0.24)  0.4147
C (5.92, 8.58, -2.00)  -1.1160
C (4.70, 8.10, -2.76)  -0.1900
O (3.47, 8.55, -2.21)  -0.3236
C (3.28, 9.96, -2.15)  -0.3765
C (3.32, 10.64, -3.51)  -1.0398
H (5.86, 8.27, -0.95)  0.2977
H (6.83, 8.17, -2.44)  0.3927
H (6.00, 9.67, -2.01)  0.2652
H (4.67, 7.01, -2.73)  0.2290
H (4.76, 8.37, -3.82)  0.3047
H (4.00, 10.41, -1.46)  0.3121
H (2.29, 10.12, -1.71)  0.3204
H (4.30, 10.52, -4.00)  0.2683
H (3.13, 11.71, -3.41)  0.3797
H (2.57, 10.21, -4.18)  0.2904
C (1.65, -6.64, -6.12)  -0.8171
C (1.58, -5.21, -5.63)  -0.5551
O (1.71, -5.07, -4.22)  -0.3387
C (2.91, -5.55, -3.65)  -0.1587
C (4.16, -4.86, -4.17)  -1.1567
H (0.88, -7.25, -5.64)  0.1166
H (1.51, -6.69, -7.20)  0.4355
H (2.61, -7.11, -5.88)  0.2916
H (0.61, -4.79, -5.90)  0.3243
H (2.33, -4.58, -6.14)  0.3285
H (2.98, -6.64, -3.77)  0.2672
H (2.84, -5.37, -2.57)  0.2504
H (4.29, -5.02, -5.25)  0.2919
H (5.05, -5.24, -3.67)  0.4036
H (4.09, -3.78, -4.01)  0.2925
C (0.29, -12.02, -8.36)  -1.0573
C (0.99, -10.81, -7.77)  -0.3135
O (0.16, -9.66, -7.66)  -0.4072
C (-1.00, -9.80, -6.85)  -0.3921
C (-0.70, -10.14, -5.40)  -0.9522
H (-0.11, -11.78, -9.35)  0.2895
H (0.99, -12.85, -8.45)  0.3882
H (-0.54, -12.35, -7.74)  0.2616
H (1.82, -10.53, -8.42)  0.3328
H (1.43, -11.05, -6.79)  0.3036
H (-1.69, -10.53, -7.29)  0.3638
H (-1.52, -8.83, -6.88)  0.3416
H (-0.19, -11.11, -5.31)  0.2789
H (-1.62, -10.19, -4.82)  0.3902
H (-0.04, -9.39, -4.96)  0.1923
C (-6.87, 5.25, 2.62)  -0.6922
C (-8.22, 5.52, 3.24)  -0.5158
O (-9.09, 6.28, 2.40)  -0.4236
C (-9.42, 5.70, 1.14)  -0.3153
C (-10.12, 4.35, 1.26)  -0.9937
H (-6.37, 6.19, 2.35)  0.2983
H (-6.23, 4.71, 3.32)  0.2999
H (-6.94, 4.66, 1.71)  0.1542
H (-8.09, 6.11, 4.15)  0.3417
H (-8.71, 4.59, 3.55)  0.3219
H (-8.52, 5.62, 0.52)  0.2966
H (-10.09, 6.40, 0.64)  0.3327
H (-9.49, 3.61, 1.75)  0.2338
H (-10.38, 3.98, 0.27)  0.3808
H (-11.03, 4.45, 1.85)  0.2896
C (-2.72, -1.46, 8.37)  -0.9877
C (-3.03, -2.76, 7.64)  -0.2911
O (-4.16, -2.66, 6.78)  -0.4589
C (-4.07, -1.70, 5.73)  -0.3990
C (-2.92, -1.95, 4.77)  -0.3551
H (-3.58, -1.14, 8.96)  0.2775
H (-1.87, -1.60, 9.05)  0.3846
H (-2.47, -0.65, 7.68)  0.2434
H (-3.26, -3.53, 8.37)  0.3454
H (-2.16, -3.11, 7.08)  0.2773
H (-4.04, -0.69, 6.15)  0.2759
H (-5.01, -1.77, 5.17)  0.2885
H (-1.95, -1.88, 5.28)  0.2709
H (-2.93, -1.21, 3.97)  -0.1397
H (-2.99, -2.95, 4.33)  0.2756

Q: The lowest LUMO belongs to which entry?
A: C22H16Cl2FN2O